(1)
DFT (wB97M-V/def2-TZVPD) results for a cluster of 2 separate species, C3H2IN3 in total at a distorted geometry.

Positions of all 9 atoms, in Å:
C 0.66691 -2.46795 -0.03811
C -1.65200 1.59207 0.46473
C 1.57667 -0.18796 0.14446
N 1.01184 -1.22672 0.23551
N 0.34264 -3.52937 -0.21384
N -1.34493 1.30182 -0.61256
I 2.70852 1.39206 0.02660
H -1.87444 1.87206 1.55324
H -1.43519 1.25400 -1.56003

Cartesian forces, eV/Å:
C 0.662 2.990 0.927
C 0.549 -0.286 -0.973
C -1.095 -3.091 0.385
N 1.906 3.117 -0.686
N -1.029 -3.395 -0.664
N -1.277 1.357 6.174
I 0.074 0.156 0.066
H 0.257 -0.453 -1.609
H -0.047 -0.396 -3.620

The charge is +2. Its frontier orbital gap is 9.781 eV. The HOMO energy is -19.6 eV. For the max |F|, the calculation gives 6.45 eV Å⁻¹. As for the relative energy (zero: lowest compared OMol25 entry of this formula, charge and spin): 36.5 kcal per mole.



(2)
DFT (wB97M-V/def2-TZVPD) results for a cluster of 2 separate species, C3H2INO in total at a distorted geometry.

Positions of all 8 atoms, in Å:
C 0.39026 -0.34440 -1.14670
C -0.20286 -1.96530 2.40263
C 0.30284 0.96668 -0.54927
N 0.43571 -1.45690 -1.49752
O -0.95953 -1.30624 1.88459
I -1.72776 1.35180 0.03433
H 1.06129 1.10723 0.14544
H 0.70005 1.64712 -1.27350

Cartesian forces, eV/Å:
C 0.050 -2.821 -0.142
C -0.359 0.315 -0.262
C -0.719 -0.216 -1.668
N -0.042 2.248 0.438
O 0.422 -0.470 0.351
I 0.645 0.327 -0.129
H 0.735 -0.233 2.321
H -0.733 0.851 -0.910

The charge is 0. Its frontier orbital gap is 9.854 eV. The HOMO energy is -10.2 eV. For the max |F|, the calculation gives 2.83 eV Å⁻¹. As for the relative energy (zero: lowest compared OMol25 entry of this formula, charge and spin): 0.0 kcal per mole.



(3)
DFT (wB97M-V/def2-TZVPD) results for the molecule C3H2INO2 at a distorted geometry.

Positions of all 9 atoms, in Å:
C -0.21964 -1.16901 -0.06486
C 0.25099 0.04692 0.00265
C 2.33254 -0.72209 0.04734
N 1.99716 -1.92497 0.09030
O 0.68082 -2.21438 -0.06705
O 0.03198 1.35470 -0.05250
I 4.12132 0.26034 -0.00314
H -1.13675 -1.64433 0.14874
H 0.48944 2.00822 0.48611

Cartesian forces, eV/Å:
C 0.811 0.869 0.614
C 4.479 0.521 0.520
C -4.631 0.993 -0.269
N 1.695 0.074 -0.312
O 0.147 -0.842 0.177
O -1.537 -0.670 -1.056
I -0.140 -0.267 0.153
H -1.294 0.251 -0.278
H 0.470 -0.928 0.449

The charge is 0. Its frontier orbital gap is 8.797 eV. The HOMO energy is -8.8 eV. For the max |F|, the calculation gives 4.74 eV Å⁻¹. As for the relative energy (zero: lowest compared OMol25 entry of this formula, charge and spin): 115.4 kcal per mole.



(4)
DFT (wB97M-V/def2-TZVPD) results for a structure of composition C3H2IrO2 at a distorted geometry.

Positions of all 8 atoms, in Å:
H 3.16873 0.08619 1.42235
Ir 2.89641 0.09984 -0.29013
O 0.03280 -1.01352 -0.29076
O 0.03492 1.09861 -0.37589
C -1.26230 -0.56565 0.02373
C -1.35273 0.77616 -0.10107
C 0.79725 0.03838 -0.43547
H -1.99546 -1.35364 0.16620

Cartesian forces, eV/Å:
H -0.234 0.027 -0.912
Ir -0.086 -0.069 0.559
O -1.643 -0.439 0.617
O -1.936 2.437 0.107
C -1.445 -0.053 -0.525
C 4.006 -2.657 -0.321
C 1.086 0.367 0.403
H 0.252 0.387 0.071

The charge is 0. Its frontier orbital gap (spin up / spin down) is 6.244 / 5.961 eV. The HOMO energy (spin up / spin down) is -5.8 / -9.7 eV. For the max |F|, the calculation gives 4.82 eV Å⁻¹. The spin multiplicity is 6. The expectation value of S² is 8.770.